No. 1
# C6H9Br2ClF3O8PS

A 2-piece molecular cluster, C6H9Br2ClF3O8PS overall at a distorted geometry (ωB97M-V with the def2-TZVPD basis set, OMol25).

Each line ends with the natural charge from an NBO analysis.
Geometry (Å):
O: 4.923 0.768 -2.479  -0.76
S: 3.517 1.348 -2.165  2.24
O: 2.601 0.402 -3.015  -0.77
O: 3.277 3.054 -2.321  -0.64
C: 3.485 3.606 -0.942  0.16
Cl: 3.194 5.455 -0.718  0.07
Br: 5.502 3.534 -0.642  0.12
C: 2.627 2.581 0.007  0.06
Br: 3.065 2.851 1.943  0.17
C: 0.988 2.627 0.011  0.96
F: 0.391 3.888 -0.486  -0.31
F: 0.437 2.368 1.389  -0.32
F: 0.503 1.533 -0.904  -0.33
O: 3.039 1.232 -0.498  -0.63
C: -3.439 -1.141 2.366  -0.28
O: -3.692 -2.067 1.324  -0.67
P: -2.512 -2.025 0.059  2.20
O: -3.412 -2.905 -0.815  -0.95
O: -1.504 -2.982 0.947  -0.81
C: -2.003 -4.193 1.487  -0.25
O: -1.333 -1.983 -1.206  -0.63
C: -0.878 -0.676 -1.487  -0.28
H: -4.159 -1.312 3.168  0.20
H: -2.431 -1.274 2.761  0.17
H: -3.556 -0.123 1.985  0.17
H: -2.913 -4.538 0.988  0.21
H: -2.213 -4.045 2.550  0.17
H: -1.238 -4.964 1.391  0.19
H: -0.418 -0.240 -0.597  0.17
H: -1.715 -0.054 -1.813  0.17
H: -0.135 -0.723 -2.289  0.21

Computed properties:
HOMO level in eV: -9.406
Spin multiplicity: 1
Frontier orbital gap in eV: 6.79
Structure (SMILES): O=S1(=O)O[C@](Cl)(Br)[C@@](Br)(C(F)(F)F)O1.COP(=O)(OC)OC
LUMO energy in hartree: -0.0961

=====

No. 2
# C14H18Cl2N2STc

C14H18Cl2N2STc as an isolated structure at a distorted geometry (ωB97M-V with the def2-TZVPD basis set, OMol25).

Each line ends with the Löwdin spin population.
Geometry (Å):
Tc: 1.536 -0.108 -0.264  2.86
Cl: 1.133 -2.385 -0.829  0.10
Cl: 2.664 1.850 -0.004  0.17
C: 3.108 -0.933 0.545  -0.38
H: 4.028 -0.424 0.909  -0.01
H: 3.376 -2.011 0.677  -0.02
C: -0.967 0.863 -1.586  0.08
C: 0.319 0.655 -1.986  0.02
H: -1.139 1.384 -0.639  0.00
C: 0.581 -0.186 -3.286  0.01
H: 0.836 1.627 -2.180  0.01
C: -0.519 0.016 -4.314  0.00
H: 1.541 0.123 -3.708  0.00
H: 0.683 -1.233 -3.015  0.00
C: -1.902 -0.180 -3.688  0.00
H: -0.454 1.052 -4.669  0.00
H: -0.379 -0.651 -5.175  0.00
C: -2.110 0.825 -2.542  0.01
H: -2.700 -0.069 -4.438  0.00
H: -1.968 -1.195 -3.282  0.00
H: -2.191 1.828 -3.001  0.00
H: -3.076 0.637 -2.061  0.00
N: -1.435 -1.659 0.107  0.01
C: -0.978 -1.109 1.256  0.03
N: 0.150 -0.377 1.374  0.07
C: 0.322 0.103 2.687  0.01
C: 1.329 0.937 3.166  0.00
C: 1.308 1.321 4.507  0.00
C: 0.290 0.897 5.363  0.00
C: -0.731 0.067 4.886  0.00
C: -0.712 -0.311 3.553  0.00
S: -1.911 -1.287 2.708  0.01
H: -2.282 -2.217 0.172  0.00
H: -0.687 -2.011 -0.532  0.00
H: 2.092 1.279 2.473  0.00
H: 2.098 1.965 4.890  0.00
H: 0.283 1.207 6.406  0.00
H: -1.535 -0.293 5.521  0.00

Computed properties:
HOMO level (spin up / spin down) in eV: -7.149 / -8.155
Spin multiplicity: 4
Frontier orbital gap (spin up / spin down) in eV: 6.33 / 7.32
LUMO energy (spin up / spin down) in hartree: -0.0301 / -0.0308

=====

No. 3
# C41H49BO2P2Pb

C41H49BO2P2Pb as an isolated structure at a distorted geometry (ωB97M-V with the def2-TZVPD basis set, OMol25).

Each line ends with the Mulliken charge.
Geometry (Å):
Pb: -0.020 2.043 -0.703  0.38
C: -1.460 1.092 -4.359  -0.27
C: -1.433 -0.215 -4.053  -0.13
C: -0.787 -1.233 -4.958  -1.36
C: 0.683 -0.940 -5.426  -1.35
C: 1.442 -0.001 -4.548  0.33
C: 1.430 1.334 -4.626  -0.22
C: 0.559 2.112 -5.589  -1.12
C: -0.916 1.656 -5.642  -0.99
C: 1.080 -0.036 3.036  -0.33
H: -2.127 1.772 -3.813  0.68
H: -2.034 -0.637 -3.247  0.79
H: -1.395 -1.414 -5.868  0.61
H: -0.778 -2.231 -4.495  0.13
H: 1.234 -1.904 -5.472  0.43
H: 0.626 -0.582 -6.465  0.26
H: 2.290 -0.493 -4.079  1.06
H: 2.224 1.979 -4.221  -0.23
H: 0.971 2.093 -6.623  0.37
H: 0.582 3.174 -5.294  0.37
H: -1.536 2.545 -5.868  0.46
H: -1.043 0.943 -6.477  0.31
H: 1.892 0.367 3.643  0.38
H: 1.218 0.385 2.038  -0.14
H: 1.246 -1.121 2.931  0.34
P: -1.196 -0.695 -0.423  1.52
P: 2.397 -0.019 -0.193  0.74
C: 0.107 -1.073 -1.583  -0.88
C: 1.454 -0.764 -1.513  -1.09
C: -2.122 -2.226 -0.166  0.04
C: -2.471 -3.062 -1.240  0.07
C: -3.224 -4.205 -0.976  -0.64
C: -3.606 -4.534 0.326  -0.70
C: -3.239 -3.697 1.385  -0.35
C: -2.503 -2.550 1.151  -0.53
C: -2.405 0.499 -1.134  0.07
C: -2.027 1.848 -1.549  -0.24
C: -2.898 2.949 -1.285  -0.89
C: -4.247 2.679 -1.121  -0.51
C: -4.681 1.359 -1.091  -0.77
C: -3.789 0.283 -1.084  -0.71
C: 3.827 -1.088 0.034  0.34
C: 3.586 -2.384 0.525  -0.61
C: 4.652 -3.212 0.812  -0.69
C: 5.946 -2.746 0.578  -0.42
C: 6.199 -1.484 0.031  -0.69
C: 5.128 -0.641 -0.238  -0.41
C: 3.028 1.642 -0.694  -0.04
C: 3.221 2.655 0.286  -0.70
C: 3.496 3.967 -0.128  -0.49
C: 3.590 4.269 -1.482  -0.59
C: 3.466 3.277 -2.438  -0.55
C: 3.240 1.948 -2.051  -0.51
H: -0.181 -1.813 -2.320  0.73
H: 2.129 -1.179 -2.254  1.06
H: -2.159 -2.829 -2.255  0.17
H: -3.515 -4.857 -1.801  0.41
H: -4.204 -5.419 0.518  0.37
H: -3.541 -3.945 2.399  0.43
H: -2.201 -1.891 1.956  0.53
H: -1.174 1.998 -2.288  0.16
H: -2.505 3.968 -1.298  0.41
H: -4.961 3.521 -1.040  0.36
H: -5.757 1.168 -1.008  0.37
H: -4.163 -0.746 -0.982  0.35
H: 2.559 -2.696 0.670  0.43
H: 4.457 -4.199 1.222  0.39
H: 6.781 -3.379 0.846  0.36
H: 7.216 -1.146 -0.156  0.40
H: 5.298 0.343 -0.669  0.36
H: 3.127 2.399 1.324  0.46
H: 3.646 4.738 0.630  0.39
H: 3.767 5.299 -1.785  0.38
H: 3.537 3.526 -3.505  0.39
H: 3.194 1.146 -2.764  0.85
C: -1.664 1.808 6.531  -1.71
C: -0.920 0.784 5.713  1.37
C: 0.341 0.316 6.489  -1.79
O: -0.447 1.439 4.518  -0.80
B: -0.281 0.316 3.703  0.41
O: -1.284 -0.635 3.795  -0.12
C: -1.797 -0.445 5.136  1.61
C: -1.647 -1.759 5.867  -1.82
C: -3.273 -0.087 5.008  -2.04
H: -1.914 1.337 7.488  0.32
H: -2.532 2.192 5.992  0.37
H: -1.010 2.664 6.694  0.46
H: 1.001 1.187 6.623  0.44
H: 0.014 -0.059 7.471  0.40
H: 0.936 -0.457 5.958  0.29
H: -2.001 -1.640 6.892  0.38
H: -2.212 -2.523 5.325  0.42
H: -0.609 -2.089 5.843  0.34
H: -3.450 0.859 4.458  0.33
H: -3.808 -0.875 4.468  0.45
H: -3.666 -0.022 6.029  0.42

Computed properties:
HOMO level (spin up / spin down) in eV: -4.707 / -4.678
Spin multiplicity: 1
Frontier orbital gap (spin up / spin down) in eV: 4.61 / 4.58
LUMO energy (spin up / spin down) in hartree: -0.0034 / -0.0037

=====

No. 4
# C36H57B2F2InN11

C36H57B2F2InN11 as an isolated structure at a distorted geometry (ωB97M-V with the def2-TZVPD basis set, OMol25).

Each line ends with the Mulliken charge.
Geometry (Å):
In: -0.583 -0.318 -0.145  1.37
C: 5.051 2.583 1.919  -1.27
C: 4.646 1.421 2.836  0.91
C: 5.203 0.102 2.305  -1.68
C: 3.166 1.481 3.143  -0.47
C: 2.636 2.499 3.897  -1.13
C: 1.374 2.088 4.287  -0.58
N: 1.107 0.888 3.807  0.38
N: 2.198 0.491 3.050  0.80
B: -0.366 0.299 4.105  -0.15
N: -1.340 1.197 3.352  0.17
C: -2.271 1.971 3.949  -0.84
C: -2.872 2.753 2.995  -1.11
C: -2.239 2.393 1.794  -0.17
N: -1.320 1.459 2.019  0.59
C: -2.433 2.982 0.429  3.08
C: -1.599 4.260 0.298  -1.66
C: -3.906 3.278 0.156  -2.17
N: -0.533 -1.176 3.814  0.29
C: -0.341 -2.136 4.747  -0.52
C: -0.790 -3.324 4.232  -1.54
C: -1.263 -2.995 2.945  0.03
N: -1.094 -1.702 2.706  0.03
C: -1.877 -3.947 1.961  0.60
C: -2.965 -3.264 1.133  -1.40
C: -0.784 -4.546 1.066  -1.06
H: 6.135 2.605 1.814  0.42
H: 4.726 3.536 2.332  0.41
H: 4.602 2.463 0.935  0.16
H: 5.122 1.598 3.805  0.47
H: 6.286 0.098 2.423  0.51
H: 4.798 -0.755 2.849  0.41
H: 4.982 -0.010 1.248  0.20
H: 3.124 3.420 4.159  0.50
H: 0.660 2.593 4.913  0.60
H: -0.509 0.476 5.279  -0.13
H: -2.431 1.919 5.013  0.51
H: -3.655 3.473 3.151  0.49
H: -2.061 2.255 -0.302  -1.42
H: -1.939 5.014 1.010  0.46
H: -1.688 4.665 -0.711  0.35
H: -0.545 4.054 0.489  0.21
H: -4.305 3.967 0.901  0.50
H: -4.497 2.363 0.173  0.35
H: -4.013 3.743 -0.824  0.48
H: 0.092 -1.907 5.706  0.56
H: -0.781 -4.295 4.696  0.50
H: -2.321 -4.758 2.546  0.41
H: -2.535 -2.439 0.563  -0.08
H: -3.737 -2.856 1.783  0.44
H: -3.435 -3.971 0.449  0.43
H: 0.055 -4.893 1.672  0.43
H: -1.174 -5.394 0.502  0.45
H: -0.423 -3.787 0.369  -0.22
C: 1.540 0.710 -2.687  -0.99
N: 1.107 1.629 -1.638  1.14
C: 2.256 2.159 -0.931  -1.37
C: 0.217 2.623 -2.178  0.66
C: 0.595 3.951 -2.298  -0.07
C: -0.231 4.891 -2.905  -1.21
C: -1.425 4.470 -3.466  -0.79
C: -1.833 3.155 -3.339  -0.92
C: -1.069 2.200 -2.633  -0.67
N: -1.422 0.905 -2.431  0.94
C: -2.702 0.412 -2.466  -0.14
C: -3.877 1.152 -2.243  -0.86
C: -5.116 0.546 -2.137  -1.03
C: -5.238 -0.826 -2.266  -1.10
C: -4.101 -1.587 -2.503  0.17
C: -2.848 -1.003 -2.609  0.10
N: -1.664 -1.763 -2.866  1.23
C: -1.774 -3.191 -2.632  -0.95
C: -1.157 -1.519 -4.213  -1.09
H: 2.090 1.232 -3.483  0.34
H: 0.660 0.226 -3.105  0.03
H: 2.203 -0.045 -2.249  0.07
H: 2.974 2.661 -1.599  0.49
H: 2.768 1.330 -0.442  0.01
H: 1.930 2.868 -0.168  0.38
H: 1.547 4.289 -1.912  0.39
H: 0.080 5.924 -2.974  0.39
H: -2.049 5.178 -3.996  0.39
H: -2.745 2.835 -3.821  0.60
H: -3.795 2.217 -2.088  0.41
H: -5.992 1.155 -1.952  0.47
H: -6.205 -1.305 -2.191  0.39
H: -4.214 -2.658 -2.613  0.41
H: -0.766 -3.611 -2.617  -0.06
H: -2.354 -3.713 -3.408  0.31
H: -2.243 -3.364 -1.666  0.22
H: -1.775 -2.034 -4.963  0.37
H: -0.129 -1.885 -4.294  0.08
H: -1.171 -0.454 -4.426  0.33
F: 2.900 -0.664 1.045  -0.27
B: 2.248 -0.685 2.217  0.27
F: 1.878 -1.904 2.544  -0.02
N: 4.724 -4.550 -2.716  -0.20
C: 3.915 -3.645 -1.826  -0.69
C: 2.438 -3.613 -2.266  -0.94
N: 1.598 -2.831 -1.407  0.62
H: 5.698 -4.609 -2.416  0.36
H: 4.700 -4.203 -3.677  0.37
H: 4.323 -5.491 -2.711  0.36
H: 4.347 -2.646 -1.868  0.32
H: 3.983 -4.011 -0.802  0.38
H: 2.055 -4.640 -2.283  0.54
H: 2.369 -3.197 -3.276  0.44
H: 1.806 -1.843 -1.447  -0.63
H: 1.609 -3.140 -0.442  0.13

Computed properties:
HOMO level in eV: -7.481
Spin multiplicity: 1
ΔE to the lowest compared entry with this formula, charge and spin in kJ/mol: 330.1
Charge: +1
Frontier orbital gap in eV: 3.69
LUMO energy in hartree: -0.1395

=====

No. 5
# C3H5N3O

The molecule C3H5N3O at a distorted geometry (ωB97M-V with the def2-TZVPD basis set, OMol25).

Each line ends with the natural charge from an NBO analysis.
Geometry (Å):
H: -1.397 -2.012 -1.874  0.35
N: -0.633 -1.435 -2.205  -0.72
C: -0.129 -0.664 -1.347  0.47
C: 0.987 0.235 -1.555  -0.10
N: 1.305 0.870 -0.503  -0.16
N: 0.396 0.458 0.562  -0.08
C: -0.319 0.660 2.196  -0.29
O: -0.475 -0.495 -0.031  -0.37
H: 1.532 0.384 -2.463  0.23
H: -0.890 1.573 2.144  0.22
H: 0.524 0.672 2.865  0.22
H: -0.901 -0.246 2.210  0.23

Computed properties:
HOMO level in eV: -8.089
Spin multiplicity: 1
ΔE to the lowest compared entry with this formula, charge and spin in kJ/mol: 525.8
Frontier orbital gap in eV: 8.45
Structure (SMILES): [H]/N=c1/cnn(C)o1
LUMO energy in hartree: 0.0133

=====

No. 6
# C35H41AsN5P2PdSSe2Te

C35H41AsN5P2PdSSe2Te as an isolated structure (ωB97M-V with the def2-TZVPD basis set, OMol25).

Each line ends with the Löwdin spin population.
Geometry (Å):
Pd: -1.758 -0.434 -2.966  0.68
Se: -1.340 3.474 2.588  0.00
P: 0.336 2.311 2.039  0.00
C: 0.773 1.042 3.260  0.00
C: 0.501 1.255 4.608  0.00
C: 0.798 0.271 5.537  0.00
C: 1.355 -0.935 5.124  0.00
C: 1.642 -1.144 3.783  0.00
C: 1.360 -0.152 2.853  0.00
C: 1.845 3.303 1.840  0.00
C: 3.089 2.828 2.235  0.00
C: 4.224 3.606 2.046  0.00
C: 4.118 4.856 1.459  0.00
C: 2.875 5.334 1.065  0.00
C: 1.742 4.563 1.259  0.00
C: 0.174 1.457 0.476  0.00
C: -0.686 0.483 -0.035  0.00
N: -0.365 0.350 -1.338  0.03
N: 0.614 1.193 -1.619  0.00
N: 0.947 1.884 -0.546  0.00
P: -1.868 -0.694 0.621  0.02
Se: -3.199 -1.378 -0.890  0.08
C: -2.724 0.032 2.045  0.01
C: -2.232 -0.058 3.346  0.00
C: -2.951 0.487 4.400  0.00
C: -4.156 1.128 4.163  0.00
C: -4.654 1.213 2.870  0.00
C: -3.946 0.661 1.817  0.00
C: -0.884 -2.070 1.280  0.00
C: -1.437 -2.973 2.183  0.00
C: -0.713 -4.082 2.591  0.00
C: 0.560 -4.308 2.084  0.00
C: 1.105 -3.425 1.162  0.00
C: 0.385 -2.310 0.758  0.00
H: 0.019 2.178 4.908  0.00
H: 0.579 0.435 6.585  0.00
H: 1.562 -1.711 5.850  0.00
H: 2.066 -2.082 3.449  0.00
H: 1.582 -0.315 1.806  0.00
H: 3.184 1.851 2.691  0.00
H: 5.189 3.228 2.359  0.00
H: 5.003 5.462 1.309  0.00
H: 2.788 6.309 0.604  0.00
H: 0.767 4.935 0.968  0.00
H: -1.293 -0.560 3.550  0.00
H: -2.558 0.414 5.407  0.00
H: -4.709 1.564 4.986  0.00
H: -5.597 1.708 2.681  0.00
H: -4.346 0.684 0.812  0.00
H: -2.440 -2.819 2.563  0.00
H: -1.149 -4.777 3.297  0.00
H: 1.123 -5.178 2.399  0.00
H: 2.089 -3.607 0.749  0.00
H: 0.803 -1.630 0.024  0.00
Te: -3.557 -1.386 -4.660  1.02
S: -1.332 1.636 -4.431  0.08
C: -2.380 2.194 -3.233  0.02
N: -2.013 2.823 -2.106  0.01
C: -3.154 3.222 -1.300  0.00
C: -4.259 2.363 -1.930  0.00
N: -3.742 2.142 -3.279  0.00
H: -1.049 3.053 -1.933  0.00
H: -3.361 4.291 -1.415  0.00
H: -2.992 3.011 -0.242  0.00
H: -5.225 2.866 -1.947  0.00
H: -4.352 1.404 -1.410  0.00
H: -4.099 1.349 -3.809  0.00
C: 1.604 -4.920 -3.363  0.00
C: 1.423 -3.756 -4.329  0.00
As: 0.835 -2.113 -3.396  0.01
C: 1.324 -0.838 -4.814  0.00
C: 0.471 -1.013 -6.066  0.00
C: 2.434 -1.855 -2.247  0.00
C: 3.810 -1.898 -2.898  0.00
H: 1.822 -5.855 -3.885  0.00
H: 0.703 -5.078 -2.766  0.00
H: 2.427 -4.738 -2.667  0.00
H: 0.639 -3.982 -5.054  0.00
H: 2.338 -3.559 -4.893  0.00
H: 2.383 -0.965 -5.049  0.00
H: 1.183 0.155 -4.381  0.00
H: 0.665 -1.973 -6.550  0.00
H: 0.686 -0.227 -6.795  0.00
H: -0.592 -0.967 -5.828  0.01
H: 2.365 -2.623 -1.472  0.00
H: 2.275 -0.891 -1.757  0.00
H: 3.967 -2.821 -3.461  0.00
H: 4.600 -1.839 -2.143  0.00
H: 3.959 -1.065 -3.584  0.00

Computed properties:
HOMO level (spin up / spin down) in eV: -3.127 / -3.532
Spin multiplicity: 3
ΔE to the lowest compared entry with this formula, charge and spin in kJ/mol: 38.4
Charge: -1
Frontier orbital gap (spin up / spin down) in eV: 5.28 / 5.68
LUMO energy (spin up / spin down) in hartree: 0.0790 / 0.0789

=====

Calculated total energy values (in Eh) by entry order: -7482.98574; -2053.08274; -2642.38929; -2447.79517; -356.65710; -10147.66928.